DFT (the ωB97M-V functional and the def2-TZVPD basis) results for an isolated molecule of C5H9NO2.

Geometry as XYZ:
```
17
Properties=species:S:1:pos:R:3:forces:R:3
C 2.1015 -0.3362 -0.8311 2.80 1.53 3.23
C 1.2172 0.7906 -0.3068 0.05 2.37 1.06
C -0.0369 0.6102 0.1037 0.82 -0.73 -1.72
C -1.2236 1.2851 0.4428 -0.89 8.33 0.66
N -0.4635 -0.6585 0.0964 -3.61 -4.37 -0.51
O 0.4219 -1.5006 0.6744 -0.06 -2.70 3.08
C -1.8336 -1.0447 -0.2380 0.93 -0.23 -2.59
O -2.5322 -0.2855 -0.9831 1.53 -4.32 2.42
H 2.2769 -0.9986 0.2654 1.04 2.11 -3.53
H 1.5341 -1.0901 -1.2918 -0.65 -0.57 -1.39
H 3.0435 0.1297 -1.4766 -2.43 -1.70 1.97
H 1.4934 1.8338 0.0462 0.72 -1.20 -1.34
H -0.9404 2.3960 0.5695 -0.54 -0.73 -1.20
H -2.1296 1.1674 -0.2337 1.85 0.67 1.28
H -1.4553 1.2847 1.4690 -0.73 -1.50 1.59
H 0.5667 -1.3694 1.7059 -1.11 0.26 -2.79
H -2.0402 -2.2138 -0.0121 0.28 2.78 -0.21
```
Forces are in eV/Å.

Molecular weight = 115.13 g/mol
Highest occupied orbital energy = -8.6 eV
Structure (SMILES) = C/C=C(/C)N(O)C=O
Relative energy (zero: lowest compared OMol25 entry of this formula, charge and spin) = 162.9 kcal/mol

These are the natural (NBO) partial charges, in e, on atoms 1 to 5: C -0.653; C -0.189; C 0.085; C -0.705; N -0.163